1.
A cluster of 2 separate species, Cl2H3N2P in total in a non-equilibrium geometry, computed with the ωB97M-V functional and the def2-TZVPD basis.

The value obtained for the LUMO energy is -0.41 eV. Its structure (SMILES) is [H]/N=P(\Cl)=N/[H].Cl.

Bonds (Å) are listed after each position.
Geometry (Å):
1 H -1.16 -2.31 -0.50  N2 1.041
2 N -0.82 -1.60 0.18  H1 1.041, P3 1.520
3 P 0.39 -0.74 -0.15  N2 1.520, Cl4 2.002, N5 1.551
4 Cl 0.81 -0.54 -2.10  P3 2.002
5 N 1.26 0.20 0.72  P3 1.551, H6 1.082
6 H 0.97 0.16 1.76  N5 1.082
7 Cl -1.11 2.99 -0.10  H8 1.418
8 H -0.35 1.83 0.19  Cl7 1.418

Löwdin atomic charge list, values in e, 5 entries: 0.014 -0.241 0.183 0.320 -0.274



2.
The molecule Cl2H3N2P in a non-equilibrium geometry, computed with the ωB97M-V functional and the def2-TZVPD basis.

The value obtained for the LUMO energy is 0.25 eV. Its structure (SMILES) is NNP(Cl)Cl.

Bonds (Å) are listed after each position.
Geometry (Å):
1 N 1.28 0.59 -0.57  N2 1.548, H6 0.994, H7 1.043
2 N 0.43 -0.07 0.54  N1 1.548, P3 1.651, H8 1.050
3 P -1.09 -0.43 1.07  N2 1.651, Cl4 2.047, Cl5 2.042
4 Cl -1.73 -2.12 0.11  P3 2.047
5 Cl -1.95 0.71 -0.40  P3 2.042
6 H 0.76 0.33 -1.38  N1 0.994
7 H 1.19 1.63 -0.48  N1 1.043
8 H 1.11 -0.64 1.11  N2 1.050

Löwdin atomic charge list, values in e, 5 entries: 0.008 -0.490 0.121 0.071 0.132



| no. | DFT total energy (eV) | HOMO-LUMO gap (eV) |
| --- | --- | --- |
| 1 | -37362.196 | 10.2229 |
| 2 | -37362.598 | 9.9146 |